238
Properties=species:S:1:pos:R:3:lowdin_charge:R:1 method="wB97M-V/def2-TZVPD" de_lowest_ev=0.324 gap_ev=10.55 e_tot_ha=-5230.9477 max_force_ev_per_a=3.26 lumo_ev=0.492 homo_energy_ev=-10.05
O -1.65836 -3.83850 -4.92574 0.09
C -1.84400 -4.97130 -4.55403 -0.54
O -1.48425 -5.40058 -3.33847 0.01
C -0.93383 -4.41029 -2.49595 -0.21
C 0.51357 -4.04432 -2.93602 -0.03
C -2.41398 -5.97862 -5.49630 0.03
H -0.88707 -4.90329 -1.53619 0.07
H -1.58639 -3.54746 -2.41718 0.12
H 0.99719 -4.99855 -3.13757 0.06
H 0.98669 -3.45381 -2.14557 0.06
H 0.46899 -3.32280 -3.76440 0.06
H -2.58240 -5.44919 -6.42077 0.09
H -3.33948 -6.44683 -5.10819 0.10
H -1.71620 -6.79519 -5.63706 0.08
O 0.11981 0.37674 3.95054 0.09
C -0.30299 1.19667 4.71073 -0.53
O -1.45877 1.84398 4.46187 -0.03
C -2.26390 1.56771 3.31300 -0.19
C -3.17524 0.31775 3.62149 -0.03
C 0.25019 1.56236 6.06935 0.05
H -1.58333 1.57963 2.45798 0.11
H -2.85369 2.47959 3.07169 0.12
H -2.58632 -0.58641 3.55970 0.05
H -4.01245 0.27642 2.93393 0.05
H -3.53418 0.42606 4.63005 0.07
H 0.19088 2.63559 6.20543 0.09
H 1.31617 1.36452 6.06642 0.07
H -0.30063 1.03226 6.85388 0.09
O 7.21701 -5.16733 5.03750 0.12
C 6.37640 -4.31689 5.08394 -0.60
O 5.18274 -4.33535 4.55383 -0.01
C 4.77015 -5.45671 3.80338 -0.21
C 3.35816 -5.11167 3.28883 -0.03
C 6.62295 -3.05902 5.82956 0.02
H 4.85039 -6.39970 4.36080 0.13
H 5.49735 -5.59491 2.97120 0.12
H 2.74508 -4.91091 4.16391 0.06
H 2.85615 -5.78558 2.59158 0.06
H 3.47566 -4.15376 2.77137 0.07
H 7.63999 -3.00289 6.19203 0.09
H 5.92538 -3.07411 6.67926 0.09
H 6.38706 -2.19932 5.20227 0.08
O 5.59985 -2.59796 -1.80120 0.14
C 4.87442 -3.19303 -1.09034 -0.54
O 4.78925 -3.12444 0.25766 -0.03
C 5.69157 -2.25068 0.94675 -0.22
C 7.00075 -2.90648 1.35065 -0.04
C 3.96026 -4.28828 -1.61250 0.04
H 5.09295 -1.89429 1.79616 0.11
H 5.81777 -1.37178 0.30885 0.11
H 7.46438 -2.16716 2.01356 0.09
H 7.59183 -3.06052 0.44658 0.08
H 6.83979 -3.85309 1.87676 0.07
H 3.74990 -3.97429 -2.62249 0.09
H 3.05033 -4.30245 -1.01152 0.07
H 4.44016 -5.25394 -1.59272 0.09
O -2.00811 -0.79247 7.20262 0.11
C -1.52387 -1.77762 7.67304 -0.55
O -0.98162 -2.77136 6.96364 -0.02
C -0.84901 -2.67832 5.53451 -0.21
C 0.11806 -3.75919 5.11986 -0.06
C -1.41073 -2.14843 9.12491 0.02
H -0.55345 -1.65797 5.24814 0.11
H -1.84403 -2.85765 5.09242 0.13
H 1.02177 -3.56942 5.68865 0.07
H 0.28774 -3.66775 4.04969 0.07
H -0.42184 -4.68848 5.24408 0.08
H -1.92610 -3.04575 9.44686 0.08
H -1.81380 -1.29768 9.69000 0.09
H -0.34621 -2.27774 9.37239 0.10
O -3.02638 4.53955 -1.23928 0.09
C -2.86000 5.55819 -1.82664 -0.54
O -3.81744 6.53339 -1.93662 -0.04
C -5.08135 6.32799 -1.33516 -0.20
C -5.85061 7.63897 -1.73147 -0.03
C -1.63617 5.95796 -2.52318 0.04
H -4.97997 6.21292 -0.24042 0.12
H -5.49600 5.40194 -1.71096 0.10
H -5.99326 7.72584 -2.80509 0.07
H -5.21134 8.49762 -1.53726 0.06
H -6.80582 7.77451 -1.28540 0.06
H -2.00118 6.32830 -3.46234 0.10
H -0.94797 5.12044 -2.59929 0.09
H -1.16676 6.75791 -1.95612 0.08
O 4.31360 0.55465 -3.68793 0.08
C 5.18072 0.52186 -2.82636 -0.51
O 4.92618 0.74787 -1.51348 -0.04
C 3.52057 0.91278 -1.11575 -0.19
C 3.58274 1.26349 0.35304 -0.04
C 6.65351 0.22095 -3.04124 0.03
H 3.01674 0.01096 -1.45770 0.11
H 3.09433 1.70287 -1.73716 0.09
H 4.16751 0.45730 0.86511 0.08
H 2.56720 1.37735 0.75517 0.07
H 4.08488 2.22222 0.37926 0.07
H 6.74367 -0.84914 -2.89874 0.07
H 7.18244 0.69713 -2.23415 0.08
H 6.86900 0.55832 -4.05560 0.09
O -3.28486 1.63254 -7.87315 0.14
C -2.19509 1.93873 -7.56967 -0.60
O -1.76974 2.42454 -6.41445 -0.01
C -2.73597 2.71513 -5.40411 -0.19
C -2.10086 2.54406 -4.02633 -0.05
C -1.02721 1.76510 -8.48474 0.02
H -3.48868 1.94231 -5.46713 0.09
H -3.20293 3.69254 -5.58926 0.14
H -1.95908 1.51604 -3.71460 0.05
H -2.72167 2.96446 -3.23166 0.06
H -1.13803 3.08674 -4.01791 0.08
H -1.37341 1.74282 -9.51824 0.09
H -0.46419 0.85884 -8.32223 0.08
H -0.37410 2.62398 -8.41619 0.08
O -1.45207 7.16289 2.53969 0.11
C -1.28948 6.77238 1.41123 -0.52
O -1.35269 7.51637 0.30331 -0.04
C -1.67004 8.87623 0.42768 -0.24
C -1.73356 9.51464 -0.94019 -0.06
C -0.99761 5.31611 1.05668 0.04
H -0.92224 9.34155 1.07996 0.13
H -2.64394 8.91056 0.94973 0.14
H -1.89039 10.56136 -0.79360 0.07
H -2.54819 9.10048 -1.55791 0.08
H -0.77499 9.33340 -1.44369 0.08
H -0.20891 5.26256 0.27737 0.08
H -1.89398 4.93822 0.59108 0.06
H -0.64161 4.72149 1.86600 0.08
O 3.07741 -8.43476 -1.71620 0.13
C 2.34049 -7.62798 -2.16644 -0.60
O 1.52139 -6.83572 -1.50476 -0.02
C 1.58795 -6.89926 -0.07312 -0.21
C 0.62073 -5.90246 0.46753 -0.06
C 2.18255 -7.44725 -3.66097 0.03
H 2.63538 -6.73651 0.20517 0.12
H 1.47204 -7.96772 0.15518 0.13
H 0.78132 -4.95176 -0.03142 0.06
H 0.66275 -5.83361 1.54266 0.07
H -0.41127 -6.17062 0.17451 0.08
H 2.44494 -8.37088 -4.19177 0.09
H 2.89347 -6.63028 -3.89457 0.10
H 1.14864 -7.17320 -3.88766 0.07
O -1.90599 -3.91487 0.36915 0.06
C -3.03783 -3.67401 0.70406 -0.54
O -3.90444 -4.63163 1.02838 0.01
C -3.21690 -5.93604 1.13200 -0.19
C -2.34992 -6.07272 2.37981 -0.06
C -3.58720 -2.28106 0.55065 0.04
H -2.76192 -6.13868 0.16533 0.11
H -4.06217 -6.62097 1.07815 0.12
H -1.42647 -5.49306 2.23665 0.05
H -2.11649 -7.08336 2.66887 0.08
H -3.01831 -5.73384 3.19267 0.09
H -3.69424 -1.91561 1.57052 0.08
H -4.54510 -2.31191 0.03501 0.09
H -2.81450 -1.74270 -0.02307 0.06
O -5.35764 1.89559 -3.48151 0.13
C -6.03095 1.00489 -3.12776 -0.57
O -5.51877 -0.17486 -2.69079 -0.03
C -4.06781 -0.34706 -2.81219 -0.20
C -3.69455 -1.01337 -4.11292 -0.04
C -7.47794 1.10354 -2.78497 0.04
H -3.89213 -1.01057 -1.97769 0.09
H -3.57665 0.63736 -2.68561 0.09
H -2.61462 -1.12597 -4.27040 0.07
H -3.94626 -0.38858 -4.95500 0.07
H -4.17378 -1.96975 -4.25376 0.08
H -7.39667 1.21434 -1.69761 0.09
H -8.07028 0.22988 -3.08465 0.10
H -7.85145 1.99630 -3.22009 0.08
O -7.39919 4.77840 0.15367 0.13
C -7.50947 3.76616 0.74603 -0.53
O -6.61901 2.74799 0.66344 -0.02
C -5.38742 3.01254 -0.00823 -0.22
C -4.51948 1.76205 0.14787 -0.03
C -8.67960 3.37675 1.64662 0.02
H -4.93742 3.89846 0.49027 0.12
H -5.54704 3.29617 -1.04593 0.10
H -3.64016 1.87808 -0.45834 0.05
H -5.01942 0.86712 -0.25446 0.08
H -4.29221 1.61266 1.19870 0.06
H -8.35967 3.41912 2.70371 0.09
H -9.11792 2.38996 1.50151 0.08
H -9.56069 3.98336 1.54696 0.07
O 1.91312 4.25275 -0.86228 0.08
C 2.46954 4.76042 -1.80020 -0.52
O 2.92819 6.05503 -1.80490 -0.03
C 2.95960 6.70616 -0.52955 -0.20
C 4.28808 6.36177 0.19725 -0.05
C 2.73360 4.06341 -3.09396 0.03
H 2.04008 6.43440 -0.01593 0.10
H 2.93032 7.76378 -0.73332 0.11
H 4.43379 7.02416 1.05181 0.07
H 5.12427 6.53896 -0.47158 0.07
H 4.32447 5.33029 0.53273 0.07
H 3.82827 4.02378 -3.18708 0.11
H 2.33051 4.67151 -3.92009 0.10
H 2.25724 3.06394 -3.08889 0.06
O -1.85315 0.32439 -0.68071 0.08
C -0.72559 0.73655 -0.51141 -0.56
O 0.32578 0.00434 -0.15686 -0.02
C 0.06609 -1.31693 0.29310 -0.19
C 1.39218 -1.88220 0.88114 -0.01
C -0.29281 2.08246 -0.84650 0.03
H -0.34620 -1.85648 -0.55712 0.10
H -0.72835 -1.28044 1.06264 0.12
H 1.15520 -2.87250 1.19157 0.05
H 1.67175 -1.28844 1.72412 0.06
H 2.06369 -2.00438 0.05824 0.06
H -1.11762 2.79137 -0.85620 0.08
H 0.15111 2.08043 -1.83763 0.08
H 0.42212 2.41255 -0.09872 0.08
O 3.00760 -1.75539 6.71424 0.12
C 3.26178 -0.93370 5.91064 -0.58
O 3.78107 0.28379 6.23639 -0.03
C 3.98654 0.50044 7.65583 -0.21
C 5.24397 -0.20787 8.17511 -0.06
C 3.08331 -1.14973 4.46909 0.03
H 3.06450 0.28395 8.20555 0.12
H 4.06371 1.57336 7.73418 0.11
H 5.55588 0.04687 9.16114 0.06
H 6.11371 0.08043 7.57176 0.09
H 5.07094 -1.27598 8.23014 0.06
H 2.62881 -0.25644 4.03049 0.08
H 2.49912 -2.05901 4.36229 0.08
H 4.07010 -1.34628 4.04402 0.08
O 1.25535 1.91118 -4.85952 0.10
C 1.65082 1.15383 -5.66172 -0.56
O 1.30614 -0.16976 -5.70379 -0.02
C 0.16621 -0.56482 -4.89792 -0.17
C 0.52481 -0.67775 -3.39441 -0.04
C 2.67780 1.54164 -6.69663 0.03
H -0.19991 -1.48035 -5.37568 0.12
H -0.56072 0.23065 -5.00575 0.09
H 0.64186 0.31012 -2.95580 0.06
H 1.43530 -1.24813 -3.31497 0.07
H -0.24524 -1.20480 -2.88926 0.05
H 2.70138 0.83912 -7.54943 0.09
H 3.62757 1.42586 -6.18333 0.07
H 2.46834 2.59359 -6.88747 0.09